(1)
Molecular formula: C31H83N2O13S2
Method: DFT, ωB97M-V with the def2-TZVPD basis set

CARTESIAN COORDINATES (ANGSTROEM)
1 C -0.737 -0.265 -1.960
2 C -0.547 0.679 -0.782
3 C 0.050 2.022 -1.182
4 C 1.217 1.897 -2.126
5 S -1.159 3.176 -1.862
6 O -0.540 4.457 -1.685
7 O -1.380 2.860 -3.254
8 N -2.496 3.177 -0.954
9 S -3.799 2.486 -1.581
10 N -3.632 0.857 -1.742
11 O -4.201 3.000 -2.848
12 O -4.823 2.688 -0.602
13 H 0.217 -0.646 -2.297
14 H -1.144 0.281 -2.800
15 H -1.375 -1.100 -1.708
16 H 0.128 0.222 -0.073
17 H -1.473 0.887 -0.265
18 H 0.398 2.488 -0.272
19 H 1.757 0.986 -1.899
20 H 1.911 2.714 -2.001
21 H 0.895 1.916 -3.154
22 H -3.136 0.459 -0.954
23 H -3.223 0.606 -2.633
24 C -5.487 5.403 1.817
25 C -4.332 5.024 2.732
26 C -3.028 5.623 2.233
27 O -4.224 3.604 2.803
28 H -5.310 5.020 0.808
29 H -6.421 4.963 2.173
30 H -5.609 6.488 1.762
31 H -4.534 5.368 3.750
32 H -2.800 5.244 1.233
33 H -2.195 5.338 2.878
34 H -3.067 6.713 2.183
35 H -4.050 3.282 1.905
36 C -3.823 2.655 -6.858
37 C -3.625 1.176 -6.558
38 C -4.942 0.414 -6.639
39 O -3.043 1.022 -5.276
40 H -4.495 3.103 -6.123
41 H -2.873 3.185 -6.791
42 H -4.243 2.806 -7.856
43 H -2.913 0.749 -7.268
44 H -5.649 0.803 -5.902
45 H -4.786 -0.643 -6.418
46 H -5.393 0.500 -7.631
47 H -3.650 1.398 -4.621
48 C -3.397 -3.563 0.524
49 C -2.433 -2.619 1.227
50 C -2.291 -2.964 2.703
51 O -2.870 -1.273 1.079
52 H -4.394 -3.488 0.965
53 H -3.486 -3.300 -0.530
54 H -3.063 -4.600 0.598
55 H -1.455 -2.670 0.747
56 H -3.256 -2.872 3.210
57 H -1.599 -2.277 3.189
58 H -1.926 -3.984 2.838
59 H -3.737 -1.186 1.493
60 C -8.433 5.936 -1.055
61 C -9.132 6.120 0.283
62 C -9.576 4.786 0.863
63 O -10.259 6.992 0.136
64 H -9.114 5.483 -1.781
65 H -8.121 6.900 -1.457
66 H -7.554 5.298 -0.962
67 H -8.456 6.613 0.981
68 H -10.291 4.299 0.193
69 H -10.075 4.934 1.821
70 H -8.729 4.117 1.009
71 H -10.869 6.572 -0.481
72 C 2.734 -1.949 2.909
73 C 2.874 -0.925 1.796
74 C 3.933 0.116 2.129
75 O 1.620 -0.284 1.554
76 H 2.419 -1.468 3.839
77 H 1.967 -2.684 2.657
78 H 3.671 -2.470 3.089
79 H 3.140 -1.429 0.866
80 H 3.656 0.662 3.036
81 H 4.020 0.845 1.322
82 H 4.904 -0.354 2.287
83 H 1.362 0.173 2.364
84 C 7.708 -2.596 1.312
85 C 7.058 -2.832 2.667
86 C 7.596 -4.093 3.323
87 O 5.642 -2.927 2.520
88 H 7.494 -3.431 0.639
89 H 7.310 -1.692 0.850
90 H 8.790 -2.493 1.403
91 H 7.240 -1.973 3.315
92 H 7.375 -4.964 2.700
93 H 7.121 -4.258 4.291
94 H 8.676 -4.038 3.471
95 H 5.458 -3.684 1.949
96 C 8.355 -7.805 -0.690
97 C 7.698 -7.605 0.667
98 C 7.214 -8.924 1.251
99 O 6.609 -6.689 0.556
100 H 7.639 -8.226 -1.402
101 H 8.694 -6.851 -1.094
102 H 9.210 -8.479 -0.622
103 H 8.410 -7.143 1.352
104 H 6.464 -9.378 0.597
105 H 6.745 -8.763 2.221
106 H 8.036 -9.629 1.374
107 H 5.959 -7.070 -0.046
108 C 0.399 -2.577 6.591
109 C 1.040 -3.869 6.109
110 C 1.174 -4.879 7.239
111 O 2.317 -3.599 5.536
112 H 1.016 -2.110 7.364
113 H 0.311 -1.865 5.770
114 H -0.595 -2.755 7.004
115 H 0.437 -4.297 5.307
116 H 1.813 -4.481 8.032
117 H 1.635 -5.798 6.877
118 H 0.202 -5.123 7.671
119 H 2.878 -3.216 6.221
120 C 2.553 3.983 -5.820
121 C 3.820 3.584 -5.079
122 C 4.977 3.340 -6.037
123 O 3.576 2.422 -4.293
124 H 2.241 3.183 -6.498
125 H 1.736 4.151 -5.119
126 H 2.704 4.892 -6.405
127 H 4.091 4.371 -4.373
128 H 4.737 2.522 -6.723
129 H 5.875 3.054 -5.488
130 H 5.199 4.231 -6.628
131 H 3.325 1.704 -4.887

Calculated values
charge = -1
relative energy (zero: lowest compared OMol25 entry of this formula, charge and spin) = 0.743 eV
spin multiplicity = 1
M = 756.1 g/mol
maximum force = 0.0375 hartree/bohr

Löwdin atomic charge list, values in e, 2 entries: -0.0963, -0.2475


(2)
Molecular formula: C18H30AlN2O8S
Method: DFT, ωB97M-V with the def2-TZVPD basis set

CARTESIAN COORDINATES (ANGSTROEM)
1 C 0.700 -3.552 -4.705
2 C 0.296 -2.023 -4.428
3 C 1.521 -1.139 -3.801
4 N 2.347 -2.076 -2.976
5 Al 2.824 -1.347 -1.270
6 C 4.026 0.341 -1.390
7 C 3.125 1.692 -1.529
8 C 2.703 1.966 -3.056
9 N 1.443 2.703 -3.331
10 O 3.472 1.564 -3.969
11 C 3.951 -2.739 -0.223
12 O 4.016 -2.259 1.164
13 C 3.299 -3.071 2.061
14 C 3.842 -3.105 3.589
15 O 2.263 -3.734 1.816
16 C 1.239 -0.873 -0.065
17 O -0.033 -0.634 -0.787
18 C -0.952 -0.263 0.263
19 C -1.235 1.246 0.463
20 C -2.185 1.657 1.618
21 C -2.862 0.638 2.598
22 C -2.589 -0.885 2.359
23 C -1.630 -1.301 1.200
24 H 1.797 -3.706 -4.975
25 H 0.359 -4.229 -3.837
26 H 0.076 -3.901 -5.619
27 H -0.564 -2.026 -3.662
28 H -0.107 -1.567 -5.405
29 H 1.092 -0.313 -3.137
30 H 2.083 -0.704 -4.704
31 H 3.232 -2.199 -3.507
32 H 4.787 0.224 -2.231
33 H 4.527 0.423 -0.347
34 H 2.199 1.653 -0.843
35 H 3.790 2.593 -1.228
36 H 0.816 2.038 -3.807
37 H 1.699 3.498 -3.933
38 H 5.043 -2.733 -0.617
39 H 3.583 -3.813 -0.346
40 H 3.206 -2.416 4.265
41 H 3.755 -4.169 3.982
42 H 4.913 -2.711 3.580
43 H 1.512 0.047 0.586
44 H 1.042 -1.730 0.666
45 H -0.715 1.988 -0.233
46 H -2.361 2.775 1.775
47 H -3.540 1.027 3.458
48 H -3.104 -1.623 3.055
49 H -1.400 -2.412 1.041
50 C -6.089 4.282 2.671
51 C -5.689 4.712 4.073
52 O -6.388 3.826 4.947
53 S -6.542 2.381 4.222
54 O -5.492 1.525 4.699
55 O -7.923 2.008 4.245
56 O -6.159 2.857 2.719
57 H -7.080 4.663 2.408
58 H -5.367 4.602 1.919
59 H -5.955 5.748 4.283
60 H -4.616 4.573 4.238

Calculated values
charge = -1
relative energy (zero: lowest compared OMol25 entry of this formula, charge and spin) = 5.843 eV
spin multiplicity = 1
M = 461.5 g/mol
maximum force = 0.0858 hartree/bohr

Löwdin atomic charge list, values in e, 2 entries: -0.1679, -0.2470


(3)
Molecular formula: H3NOS
Method: DFT, ωB97M-V with the def2-TZVPD basis set

CARTESIAN COORDINATES (ANGSTROEM)
1 N -0.223 1.147 0.275
2 O 0.852 -1.032 0.283
3 S 1.012 0.467 -0.293
4 H -1.848 0.541 -0.669
5 H -0.791 0.567 0.865
6 H 0.997 -1.691 -0.461

Calculated values
relative energy (zero: lowest compared OMol25 entry of this formula, charge and spin) = 3.629 eV
spin multiplicity = 1
M = 65.1 g/mol
maximum force = 0.0555 hartree/bohr

Löwdin atomic charge list, values in e, 2 entries: -0.4517, -0.4511


(4)
Molecular formula: C4H5NO
Method: DFT, ωB97M-V with the def2-TZVPD basis set

CARTESIAN COORDINATES (ANGSTROEM)
1 C -1.232 0.238 -0.277
2 C 0.130 -0.235 -0.856
3 C 0.326 0.227 2.190
4 O 1.304 0.281 2.759
5 C 1.493 -0.263 -0.263
6 N 2.633 -0.389 -0.081
7 H -1.656 -0.422 0.483
8 H -1.911 0.199 -1.139
9 H -1.265 1.263 0.104
10 H 0.306 0.355 -1.758
11 H -0.016 -1.277 -1.149

Calculated values
relative energy (zero: lowest compared OMol25 entry of this formula, charge and spin) = 1.089 eV
spin multiplicity = 1
M = 83.1 g/mol
maximum force = 0.0308 hartree/bohr

Löwdin atomic charge list, values in e, 2 entries: -0.1478, -0.2314